Entry from the Open Molecules 2025 dataset: a molecular structure, C36H32FP2Pr in a non-equilibrium geometry (ωB97M-V/def2-TZVPD).

Computed properties:
<S²>: 2.004
Energy: -73199.7418 eV
Total charge: +2
2S+1: 3
Energy above the lowest of the compared OMol25 structures with the same formula, charge and spin: 184.5 kJ/mol
Gap between HOMO and LUMO (alpha / beta): 6.00 / 5.89 eV

Structure (XYZ):
```
72
Properties=species:S:1:pos:R:3:forces:R:3:mulliken_spin:R:1
Pr -0.299 1.030 2.389 0.145 -4.040 2.176 2.021
P 0.236 2.121 -0.129 -0.191 0.121 -1.109 -0.018
P -0.148 -1.829 0.821 0.009 -0.810 -0.116 -0.003
F 1.206 -0.033 3.456 -1.178 1.207 -0.586 -0.012
C 2.303 -2.497 1.907 -0.202 0.120 -0.202 -0.001
C 2.915 1.536 -0.817 -0.077 0.272 0.246 -0.004
C 0.465 -1.383 -1.889 -0.148 0.161 0.033 0.001
C -1.345 -3.096 1.410 -0.463 0.357 0.508 -0.005
C 3.907 -4.054 0.986 -0.200 0.184 0.151 0.000
C 4.378 3.225 -1.777 -0.439 -0.087 0.187 0.000
C -1.869 -1.829 -1.396 0.465 0.113 0.005 0.001
C 3.533 -3.142 1.983 0.108 -0.313 -0.211 0.000
C -2.263 -5.344 1.425 0.219 0.300 -0.008 0.000
C -1.306 3.800 1.540 0.545 0.133 -0.003 0.005
C -0.013 3.307 1.260 0.293 0.367 0.684 0.005
C 4.195 1.978 -1.165 -0.135 0.033 -0.201 0.000
C -2.182 -1.637 -2.743 0.007 0.068 -0.082 0.000
C -3.342 2.168 -3.106 0.494 0.101 0.169 0.000
C 0.480 3.356 3.655 0.728 0.670 -0.563 0.010
C -1.259 -4.446 1.037 -0.305 0.108 0.060 0.000
C 1.434 -2.738 0.826 0.661 0.286 0.285 0.000
C -2.115 2.701 -3.499 0.088 -0.016 0.112 0.000
C 3.046 -4.309 -0.085 -0.253 0.164 0.078 0.000
C -0.536 -1.706 -0.955 -0.372 0.249 -0.595 -0.004
C -1.210 2.436 -1.254 -0.094 0.254 -0.476 -0.006
C 0.955 3.288 2.325 -0.861 0.458 0.251 -0.011
C -2.509 2.053 -0.837 0.364 -0.434 -0.213 0.000
C -1.689 4.054 2.864 -0.187 0.247 -0.061 -0.003
C 1.815 -3.646 -0.174 0.173 -0.085 0.098 0.000
C -3.532 1.849 -1.760 0.058 0.169 0.212 0.002
C -1.047 2.804 -2.593 -0.198 -0.135 -0.058 0.000
C -2.410 -2.667 2.233 0.357 -0.531 -0.540 0.001
C -1.175 -1.361 -3.673 0.093 0.103 0.301 0.000
C -3.402 -3.569 2.615 -0.005 -0.017 0.037 0.001
C -0.846 3.727 3.925 0.039 0.126 -0.121 0.004
C -3.336 -4.907 2.207 0.237 0.298 -0.103 0.000
C 0.149 -1.227 -3.238 -0.187 0.072 -0.075 0.000
C 1.803 2.389 -0.993 0.603 -0.035 -0.095 0.002
C 1.992 3.628 -1.628 -0.112 0.114 0.031 0.001
C 3.264 4.035 -2.029 0.104 -0.113 0.006 0.000
H 3.388 5.002 -2.519 -0.048 -0.296 0.167 0.000
H 1.150 3.133 4.480 0.097 0.269 -0.086 0.001
H 1.206 1.252 1.040 0.154 0.503 -0.450 -0.005
H 2.788 0.547 -0.369 0.063 0.329 0.016 0.000
H -2.729 1.856 0.219 0.122 -0.230 -0.263 0.000
H 1.142 4.292 -1.793 0.311 -0.054 0.137 0.000
H -0.416 -4.794 0.437 -0.317 0.075 0.185 0.000
H -2.645 -2.087 -0.675 0.100 0.069 -0.237 0.000
H -1.974 4.036 0.710 0.019 -0.383 0.281 0.001
H 1.504 -1.265 -1.573 -0.300 -0.113 -0.049 0.000
H 4.199 -2.942 2.825 -0.204 -0.083 -0.286 0.000
H -2.647 4.531 3.063 0.095 -0.285 -0.050 0.001
H -2.196 -6.386 1.106 -0.045 0.332 0.157 0.000
H -0.489 0.831 0.208 0.034 0.665 -0.252 0.017
H -3.224 -1.689 -3.070 0.376 -0.126 0.108 0.000
H -1.961 3.008 -4.528 -0.009 -0.093 0.127 0.000
H -2.456 -1.620 2.555 -0.095 -0.276 -0.062 -0.002
H 2.008 -1.778 2.676 0.206 -0.346 -0.248 0.001
H -4.478 1.420 -1.432 0.175 0.262 0.001 0.000
H 5.381 3.570 -2.038 -0.365 -0.144 0.070 0.000
H 5.067 1.358 -0.947 -0.372 0.075 -0.153 0.000
H 3.318 -5.027 -0.862 -0.034 0.249 0.277 0.000
H -1.182 3.870 4.957 0.119 -0.225 -0.354 0.001
H -4.116 -5.607 2.502 0.186 0.185 -0.054 0.000
H 2.012 3.135 2.111 -0.227 -0.345 0.024 0.001
H -4.232 -3.222 3.230 0.198 -0.161 -0.123 0.000
H 4.868 -4.568 1.050 -0.292 0.155 -0.035 0.000
H 1.164 -3.845 -1.028 0.208 0.077 0.259 0.000
H -0.076 3.150 -2.945 -0.352 -0.244 -0.083 0.000
H -4.136 1.995 -3.832 0.214 0.111 0.192 0.000
H 0.938 -0.986 -3.955 -0.264 -0.139 0.245 0.000
H -1.420 -1.232 -4.729 0.064 -0.053 0.328 0.000
```
Positions in Å, forces in eV/Å.



Entry from the Open Molecules 2025 dataset: 3 unconnected molecules or ions with the total composition C36H32O8S (ωB97M-V/def2-TZVPD).

Computed properties:
Energy: -65066.8451 eV
Gap between HOMO and LUMO: 7.91 eV
Structure (SMILES): O=C1c2ccccc2C(=O)c2ccccc21.O=C1c2ccccc2C(=O)c2ccccc21.CCOCCOC(=O)OCSCC

Structure (XYZ):
```
77
Properties=species:S:1:pos:R:3:forces:R:3:mulliken_charge:R:1
S 1.838 2.540 1.557 0.034 -0.060 -0.044 -0.149
O -7.044 -1.521 -0.014 0.017 0.030 0.003 -0.676
O -4.207 3.566 -1.605 -0.001 -0.046 0.001 -0.380
O 0.210 4.620 1.248 0.049 0.182 -0.004 -0.293
O 7.059 1.489 0.943 0.016 0.029 -0.009 -0.642
O 10.929 -2.136 0.147 0.002 0.005 -0.010 -0.665
O -0.728 6.512 0.491 0.025 0.280 -0.045 -0.528
O -1.649 4.509 0.045 0.261 -0.181 -0.335 -0.204
O -9.203 -6.212 -1.457 0.003 -0.003 0.009 -0.662
C 4.394 2.735 2.526 0.117 0.236 0.076 -1.082
C 11.976 1.551 1.815 -0.010 -0.007 -0.003 -0.470
C 8.350 -2.787 -0.722 -0.045 -0.051 -0.021 -0.629
C -8.953 -2.906 -0.022 0.017 -0.021 -0.015 0.190
C -7.266 -4.871 -1.346 -0.018 0.025 0.009 0.346
C 7.940 0.681 0.739 -0.034 -0.002 0.007 0.487
C -10.857 -4.380 -0.140 -0.062 0.016 0.028 -0.595
C -11.624 -3.436 0.521 0.011 0.000 -0.005 -0.468
C -4.507 2.196 -1.388 0.005 -0.300 0.027 -0.262
C 6.334 -0.926 -0.260 -0.047 -0.038 -0.028 -0.565
C -8.708 -5.164 -1.104 -0.012 -0.018 -0.010 0.538
C 6.039 -2.136 -0.864 0.009 0.005 0.004 -0.558
C 3.316 3.563 1.840 -0.201 -0.161 0.026 -0.358
C -2.377 5.037 -1.086 -0.120 -0.016 0.152 -0.619
C -9.727 -1.962 0.643 -0.061 0.027 0.022 -0.549
C 9.670 2.212 1.647 0.043 0.044 0.033 -0.526
C -4.633 1.887 0.092 -0.044 0.219 -0.056 -0.914
C -11.057 -2.229 0.916 0.008 -0.006 -0.006 -0.495
C -6.708 -3.643 -0.987 -0.027 -0.012 0.017 0.161
C 11.670 0.316 1.269 0.050 0.043 0.024 -0.603
C -7.525 -2.592 -0.315 0.009 0.021 -0.001 0.543
C -5.366 -3.390 -1.245 0.064 -0.019 -0.022 -0.515
C 10.361 0.024 0.905 -0.030 -0.005 -0.018 0.276
C 7.642 -0.639 0.113 0.032 0.010 -0.004 0.212
C 10.060 -1.305 0.300 0.015 -0.017 0.002 0.529
C 10.977 2.500 2.000 -0.006 -0.009 -0.004 -0.531
C -9.519 -4.122 -0.410 0.035 0.002 0.000 0.217
C 9.356 0.973 1.101 -0.006 -0.027 -0.011 0.220
C -0.722 5.322 0.568 -0.116 -0.235 0.176 0.594
C 0.921 3.626 0.488 -0.010 -0.093 0.067 -0.240
C 8.652 -1.575 -0.112 0.006 0.027 0.016 0.357
C -2.868 3.871 -1.919 0.026 0.106 0.014 -0.313
C 7.047 -3.064 -1.100 0.006 0.009 0.006 -0.467
C -6.474 -5.842 -1.947 0.059 -0.022 -0.032 -0.616
C -4.583 -4.360 -1.846 -0.011 0.002 0.003 -0.563
C -5.136 -5.588 -2.192 -0.010 0.005 0.005 -0.455
H 6.814 -4.006 -1.578 -0.004 -0.001 0.006 0.392
H 4.228 2.680 3.602 -0.110 -0.139 -0.011 0.394
H 3.023 4.417 2.448 0.093 0.079 -0.057 0.342
H -5.121 0.925 0.251 0.094 -0.061 0.008 0.318
H -4.951 -2.431 -0.965 -0.034 0.008 0.022 0.567
H -3.227 5.611 -0.721 0.016 0.087 -0.064 0.295
H 5.364 3.207 2.374 0.036 -0.025 0.001 0.307
H -11.282 -5.325 -0.452 0.037 -0.013 -0.010 0.473
H -2.213 3.013 -1.736 0.009 0.002 -0.041 0.268
H -5.245 2.661 0.557 -0.031 -0.047 0.045 0.291
H -4.519 -6.347 -2.656 0.000 0.005 -0.005 0.391
H -9.272 -1.027 0.940 0.034 -0.010 -0.022 0.476
H 12.996 1.778 2.096 -0.001 0.003 -0.001 0.397
H -3.538 -4.162 -2.043 0.000 -0.004 0.001 0.403
H -3.655 1.896 0.575 -0.010 -0.043 0.057 0.207
H -6.921 -6.790 -2.214 -0.038 0.016 0.009 0.478
H -1.716 5.687 -1.657 0.041 0.033 0.051 0.458
H 8.881 2.938 1.788 -0.028 -0.029 -0.010 0.489
H 9.145 -3.500 -0.893 0.025 0.024 0.023 0.479
H 0.228 3.030 -0.104 -0.042 -0.030 0.091 0.211
H 11.220 3.467 2.422 0.002 -0.003 0.004 0.405
H 4.460 1.729 2.114 -0.002 -0.005 -0.004 0.245
H 1.624 4.138 -0.173 -0.052 0.021 -0.046 0.262
H 3.655 3.912 0.865 0.032 0.027 -0.005 0.286
H 5.561 -0.193 -0.074 0.028 0.027 0.009 0.519
H 12.435 -0.432 1.116 -0.027 -0.023 -0.020 0.476
H -5.442 1.970 -1.904 -0.037 0.132 0.005 0.318
H -2.789 4.138 -2.979 -0.063 -0.030 -0.025 0.258
H -3.737 1.563 -1.843 -0.021 0.027 -0.052 0.303
H 5.020 -2.358 -1.155 0.002 -0.001 -0.002 0.410
H -11.658 -1.494 1.437 -0.003 -0.001 -0.004 0.405
H -12.665 -3.639 0.731 0.001 0.002 0.003 0.400
```
Positions in Å, forces in eV/Å.



Entry from the Open Molecules 2025 dataset: a molecular structure, C36H34AlN6O8 (ωB97M-V/def2-TZVPD).

Computed properties:
Energy: -69776.3942 eV
Total charge: +3
Energy above the lowest of the compared OMol25 structures with the same formula, charge and spin: 0.0 kJ/mol
Gap between HOMO and LUMO: 5.22 eV

Structure (XYZ):
```
85
Properties=species:S:1:pos:R:3:forces:R:3:mulliken_charge:R:1
Al -1.395 0.106 0.062 -0.094 0.044 -0.442 -1.744
O -0.808 -2.483 1.687 0.092 0.503 -0.019 -0.392
O -4.483 2.532 -0.470 0.000 -0.015 0.003 -0.421
O 0.108 0.918 0.215 -0.048 0.171 0.136 0.832
O -1.620 -1.354 -0.897 0.240 -0.252 0.404 0.162
O 4.473 5.790 2.222 -0.016 0.068 -0.035 -0.585
O 5.941 5.116 0.788 -0.003 0.065 -0.041 -0.574
O 0.171 0.635 4.455 -0.083 -0.044 -0.141 -0.314
O 1.595 0.154 -1.251 -0.022 0.011 -0.131 -0.578
N -2.053 1.229 1.737 -0.066 0.026 0.045 0.028
N -2.148 -3.205 -2.054 0.070 0.137 -0.074 0.025
N -0.158 -0.772 2.839 -0.111 -0.235 -0.078 0.306
N -2.883 1.008 -0.712 0.025 0.060 0.049 1.103
N -0.857 -1.307 1.750 0.043 -0.387 0.142 0.257
N 4.861 5.078 1.323 0.042 -0.163 0.119 1.026
C 2.124 -1.795 2.913 -0.029 -0.079 0.023 0.406
C -2.705 1.040 -3.216 -0.046 -0.070 -0.050 0.138
C 3.463 2.153 -0.531 0.018 -0.006 0.014 -0.506
C -4.633 2.076 -1.877 0.046 0.043 0.047 -0.412
C 0.582 -3.279 -2.603 0.040 -0.010 -0.022 -1.051
C -1.149 1.235 -5.517 -0.012 0.000 0.018 -0.609
C -2.842 3.279 3.455 0.005 -0.013 0.000 -0.772
C -2.152 -4.192 -0.946 -0.016 0.002 0.044 -0.478
C 0.975 -0.558 4.846 0.027 0.092 -0.017 -0.589
C 2.283 -1.538 1.560 0.059 0.055 -0.013 0.908
C 2.662 3.972 1.432 0.030 -0.028 -0.022 -0.745
C -3.603 0.922 -2.010 -0.004 -0.026 0.078 -0.114
C 4.341 3.140 -0.117 -0.026 0.006 0.008 -0.765
C 1.793 2.984 1.009 0.005 -0.013 -0.025 -0.244
C 1.300 0.981 -0.427 0.129 -0.173 0.162 0.030
C 4.547 -2.340 1.671 0.011 -0.014 0.018 -0.734
C -3.297 0.940 -4.474 0.037 -0.082 0.008 -0.654
C 0.429 -3.975 -1.228 0.014 -0.018 0.014 0.497
C -0.558 1.336 -4.268 -0.030 0.020 -0.021 -0.661
C 2.192 2.070 0.034 -0.057 0.020 -0.040 0.397
C -3.437 3.139 2.214 0.029 -0.004 -0.003 -0.740
C -0.243 -1.969 -2.809 0.021 0.071 -0.041 0.592
C -0.461 0.408 3.372 0.036 0.168 0.137 0.392
C 3.176 -2.338 3.647 0.016 -0.040 -0.007 -0.796
C -0.793 -4.898 -1.020 -0.008 -0.036 0.012 -0.958
C -1.336 1.241 -3.120 0.054 0.128 -0.006 0.431
C -1.479 1.379 2.942 -0.020 0.011 -0.033 1.122
C -1.839 2.386 3.826 -0.029 0.011 -0.046 -0.784
C 4.384 -2.608 3.025 -0.028 0.020 -0.010 -0.723
C -2.523 1.041 -5.618 0.034 0.002 0.007 -0.739
C -1.404 -2.121 -1.902 -0.255 0.059 -0.198 -0.176
C 3.921 4.022 0.859 -0.037 0.035 -0.033 -0.215
C -3.481 1.884 0.015 -0.027 -0.008 0.006 0.531
C -2.997 2.108 1.393 0.036 -0.041 0.012 0.121
C 0.832 -1.532 3.657 -0.015 0.009 0.023 0.038
C 3.498 -1.805 0.941 0.009 0.007 -0.003 -0.761
H 5.492 -2.550 1.191 0.003 0.001 -0.004 0.472
H 0.508 1.504 -4.180 0.013 -0.006 -0.012 0.531
H 0.349 -2.461 3.969 0.045 -0.004 0.017 0.531
H 3.063 -2.564 4.702 -0.019 -0.002 0.005 0.526
H 5.334 3.237 -0.533 0.006 -0.001 -0.003 0.546
H -1.355 2.468 4.790 0.012 -0.012 0.004 0.625
H 0.322 -1.078 -2.550 -0.007 -0.054 0.007 -0.444
H 3.617 -1.586 -0.112 -0.010 -0.001 -0.005 0.560
H 5.198 -3.030 3.599 0.007 -0.001 0.002 0.435
H -4.108 -0.047 -2.016 -0.045 0.034 -0.065 0.538
H -4.397 2.931 -2.505 -0.012 -0.014 -0.001 0.377
H -5.669 1.777 -1.995 0.012 0.000 -0.016 0.360
H 0.493 -3.229 -0.426 -0.015 0.030 0.034 -0.597
H -0.548 1.319 -6.412 0.007 -0.001 -0.002 0.467
H -3.145 4.069 4.130 -0.003 0.007 -0.001 0.526
H 0.340 -3.995 -3.390 -0.010 0.003 0.000 0.349
H -0.581 -1.870 -3.844 0.012 -0.026 -0.009 0.484
H 2.394 4.703 2.181 -0.007 0.005 0.003 0.539
H -2.298 -3.648 -0.017 0.005 -0.012 0.019 0.147
H -2.991 0.968 -6.590 0.001 0.003 -0.010 0.443
H -4.364 0.775 -4.571 -0.011 -0.002 0.027 0.464
H -0.655 -5.483 -0.109 -0.004 0.005 -0.001 0.452
H -0.819 -5.625 -1.837 -0.005 0.012 -0.008 0.322
H 1.313 -4.601 -1.095 -0.012 -0.003 0.009 0.469
H -4.214 3.808 1.869 -0.005 0.006 0.006 0.635
H 0.535 -0.899 5.780 0.042 -0.029 -0.002 0.301
H 1.492 -1.113 0.958 -0.016 -0.014 0.015 -0.767
H -0.843 1.373 -2.161 -0.045 0.015 -0.022 0.041
H 1.992 -0.203 4.985 -0.008 -0.033 0.017 0.490
H -1.956 -3.667 -2.938 -0.014 0.004 0.013 0.473
H 0.794 2.931 1.423 -0.020 0.005 0.004 0.571
H 1.630 -3.018 -2.746 -0.004 0.013 0.003 0.568
H 3.756 1.442 -1.291 -0.005 -0.001 -0.007 0.561
H -2.990 -4.872 -1.079 0.022 -0.014 0.005 0.497
```
Positions in Å, forces in eV/Å.



- Among the records above, which one has the highest energy?
  C36H32O8S



- Look up the energy of the third one.
  -69776.3942 eV



- The highest energy belongs to which entry?
  C36H32O8S



- Which of these has the highest energy?
  C36H32O8S